Record 1
{
  "formula": "C52H48AsBiN3S5",
  "method": "wB97M-V/def2-TZVPD",
  "total_energy_ha": -6615.8031,
  "relative_energy_kj_mol": 227.1,
  "total_charge": -1,
  "orbital_gap_ev": 6.16,
  "symbols": ["Bi", "S", "C", "C", "C", "C", "C", "C", "S", "C", "C", "C", "C", "C", "C", "C", "S", "C", "C", "C", "C", "C", "C", "S", "N", "H", "H", "H", "H", "H", "H", "H", "H", "H", "H", "H", "H", "H", "H", "H", "S", "C", "C", "C", "C", "C", "C", "C", "C", "C", "N", "H", "H", "H", "H", "H", "H", "C", "C", "C", "C", "C", "C", "As", "N", "C", "C", "C", "C", "C", "C", "C", "C", "C", "C", "C", "C", "C", "C", "C", "C", "C", "C", "H", "H", "H", "H", "H", "H", "H", "H", "H", "H", "H", "H", "H", "H", "H", "H", "H", "H", "H", "H", "H", "H", "H", "H", "H", "H", "H"],
  "positions_angstrom": [[0.0782, 1.2068, -0.0958], [-2.1737, 1.6309, 0.8217], [-1.8980, 3.0661, 1.8229], [-3.0287, 3.5657, 2.3694], [-3.0435, 4.7566, 3.2741], [-1.9663, 5.4448, 3.5556], [-0.6931, 5.0230, 2.7434], [-0.5527, 3.5846, 2.1953], [0.4119, 2.2898, 3.1707], [2.1712, 2.8410, 2.9928], [2.9050, 2.3457, 1.7685], [3.3419, 1.0088, 1.7018], [3.7656, 0.4475, 0.5012], [3.6182, 1.2032, -0.5954], [3.1478, 2.5465, -0.5357], [2.6199, 3.2727, -1.7266], [1.3316, 4.5532, -1.4722], [-1.2460, 3.2738, -3.4605], [-1.3776, 4.3644, -4.3340], [-0.4178, 4.6332, -5.2973], [0.6978, 3.7834, -5.4674], [0.7849, 2.6973, -4.6287], [-0.1397, 2.4577, -3.5624], [0.0538, 0.9648, -2.7137], [2.8186, 3.0712, 0.6794], [-3.9327, 3.0871, 2.0228], [-4.0309, 5.0480, 3.6581], [-1.7654, 6.3144, 4.1724], [0.1595, 5.3009, 3.4174], [2.7632, 2.6250, 3.9326], [2.2028, 3.9103, 2.9110], [3.1533, 0.5583, 2.6391], [3.9936, -0.5994, 0.3654], [3.8808, 0.6799, -1.5865], [2.2836, 2.4975, -2.3794], [3.3588, 3.8593, -2.2339], [-2.2284, 5.0345, -4.2153], [-0.5574, 5.6029, -5.8795], [1.4506, 3.9099, -6.1977], [1.6812, 2.0747, -4.7219], [-1.6472, 5.8319, 0.2608], [-0.3492, 5.5335, 1.3855], [0.2448, 4.2049, 0.9456], [-0.0086, 3.7882, -0.4643], [-1.3655, 4.4218, -0.8332], [-2.4450, 3.7948, -1.3503], [-3.8586, 4.0232, -1.0206], [-4.7930, 3.1597, -1.3997], [-4.4343, 2.0522, -2.3038], [-3.1888, 2.0166, -2.8535], [-2.1875, 2.9353, -2.4375], [0.3290, 6.3706, 1.4735], [1.2250, 4.1387, 1.2495], [-4.0335, 4.7514, -0.2527], [-5.8991, 3.2353, -1.0854], [-5.2631, 1.3665, -2.7337], [-2.8639, 1.3182, -3.6282], [3.7583, -5.2480, -4.1533], [3.0323, -4.6210, -3.0075], [1.7815, -4.1575, -3.2201], [1.1119, -3.3997, -2.2546], [-0.2517, -2.8989, -2.6715], [1.6622, -3.2005, -0.9794], [0.9888, -2.0433, 0.5902], [-0.4857, -1.0700, -0.0146], [-1.7856, -1.6007, -0.0114], [-2.7331, -1.3101, -1.0460], [-4.0779, -1.5403, -0.8639], [-4.6376, -2.1637, 0.2630], [-3.7031, -2.5164, 1.2234], [-2.4075, -2.1321, 1.1779], [0.4015, -3.2381, 2.0523], [0.5412, -2.7528, 3.3058], [0.9117, -1.2924, 3.4902], [0.3791, -3.5216, 4.4059], [0.1395, -4.8810, 4.2919], [-0.1599, -5.6076, 5.5574], [0.1121, -5.4307, 3.0238], [0.1809, -4.6217, 1.8699], [0.1493, -5.3445, 0.5248], [2.9148, -3.8111, -0.6985], [3.5845, -3.7155, 0.6449], [3.6183, -4.4488, -1.7227], [3.0489, -5.6857, -4.8915], [4.4055, -6.0390, -3.7352], [4.3514, -4.3645, -4.6183], [1.3770, -4.1126, -4.2418], [-0.4418, -3.2287, -3.7088], [-0.3260, -1.7652, -2.6587], [-1.0444, -3.4291, -2.0641], [-2.3368, -0.7169, -1.8897], [-4.6866, -1.1668, -1.5894], [-5.6913, -2.2960, 0.3096], [-4.0239, -2.9270, 2.2061], [-1.7959, -2.2474, 2.0635], [1.8791, -1.1263, 3.0236], [1.1473, -1.1036, 4.4720], [0.2292, -0.5116, 3.1434], [0.4943, -3.0276, 5.3776], [-1.2542, -5.9117, 5.5248], [0.0039, -4.9783, 6.4376], [0.3467, -6.5618, 5.5990], [-0.0296, -6.4975, 2.8708], [-0.3321, -6.3245, 0.6076], [1.1770, -5.5200, 0.1622], [-0.4220, -4.8509, -0.2410], [4.6283, -3.9883, 0.6454], [3.0686, -4.4174, 1.2987], [3.4940, -2.7301, 1.0906], [4.6240, -4.7824, -1.5358]],
  "forces_ev_per_angstrom": [[0.9007, 0.7098, -0.4653], [-0.4151, -0.3868, 0.3733], [-0.8400, -0.7752, 0.7261], [0.9072, 0.9294, 0.0377], [-2.1269, -1.0516, -0.2768], [3.0654, -0.1884, -1.8886], [-0.0929, -0.2785, 3.1021], [0.4080, -0.1359, -0.5498], [0.1075, 0.4548, -0.2557], [0.9254, 0.1499, 0.7971], [-0.2660, -2.2265, -0.5820], [-0.2309, 1.3202, 0.3836], [-0.6210, -0.5401, 2.0694], [0.6010, 1.1770, -3.8188], [-0.6256, -0.7550, 2.2170], [-0.2394, 0.5526, 0.3484], [0.0447, -0.4381, 0.0568], [0.4285, 0.0893, 0.4161], [-0.0854, -0.0231, 0.4145], [-0.0236, 1.3782, -0.7021], [-1.7739, 0.0447, 1.1267], [0.3698, -0.0601, 0.7808], [0.9522, -0.0577, -1.9200], [0.0275, -1.0266, 0.6207], [0.9299, 0.3589, -1.8708], [-0.4000, 0.2898, 0.3053], [0.4136, -0.2212, 0.0846], [-0.8280, -0.1210, 0.1324], [-0.3305, -0.5535, -0.5685], [-0.9804, -0.1580, -0.8835], [-0.2626, 0.7215, 0.1994], [0.4510, -1.3751, 0.5974], [0.2265, -0.0472, 0.3672], [-0.6650, 1.2482, 1.3433], [-0.3696, -0.3573, -0.7770], [0.7369, 0.1866, -0.3898], [0.1549, -0.1476, 0.0077], [0.3549, -1.5614, 0.5844], [0.5453, 0.4358, -0.7225], [-0.5106, -0.0832, 0.1485], [-1.2069, 0.9061, -1.3030], [0.3597, 1.3013, -0.4158], [-2.0200, -0.4712, 1.2702], [-0.2764, 0.0670, -1.1141], [0.7648, -0.3647, 2.1762], [-0.0922, 0.7993, -1.1772], [1.1972, 0.0662, 0.6940], [-1.9463, -1.2825, -0.6976], [-0.9939, -0.4629, -1.2806], [-0.0449, 0.7148, 0.9210], [-1.8363, -0.9814, -0.7655], [0.1963, 0.4105, -0.5301], [1.9623, 0.1680, -0.0972], [-0.2282, 0.4437, -0.0206], [2.0075, -0.0040, -0.3450], [1.6688, 1.1237, 0.9809], [-0.1734, 0.2187, 0.2844], [0.8718, 0.8973, -0.2985], [1.1227, -0.5718, 1.1783], [-0.8384, 1.6136, -0.2346], [-0.6807, 0.2093, 0.2844], [-0.6321, 0.2746, 0.0327], [-0.1586, -0.5783, 0.7914], [-0.2698, 0.8739, -1.2981], [-0.0316, -1.4071, -0.0762], [-1.7757, 0.7162, 0.9495], [2.0137, 0.4299, 0.7281], [0.6137, -0.8893, 1.6130], [1.8161, 0.3949, -1.3962], [-1.9374, -0.2721, 2.0626], [2.5618, 0.1499, -1.3907], [0.1327, -2.0662, -2.9892], [0.2840, 2.9436, 0.2941], [0.2655, -0.4590, -1.5287], [0.0095, -0.4706, 1.1817], [0.0713, 0.6322, 0.5097], [-1.6957, -0.9178, -0.3296], [-0.4228, 0.1776, -0.8047], [0.3409, -0.5308, 0.3820], [0.2060, -0.3643, 0.5618], [0.5680, 0.7090, -1.0228], [-0.6713, -0.2572, 0.1636], [-1.1399, 0.0089, -0.8540], [0.6260, 0.3977, 0.4437], [0.0912, 0.3835, -0.6649], [-0.6010, -1.8744, 0.3430], [0.0436, -0.5078, 0.4748], [0.1068, 0.2350, 0.3408], [-0.1726, -1.5186, 0.3586], [0.6491, 1.0841, -0.3750], [-0.4820, -0.4952, 0.2598], [-1.8550, 0.8591, -2.0073], [-0.5800, -0.2769, 0.3211], [-0.0245, 0.1482, -0.7980], [-0.0515, -0.0697, -0.0797], [-0.0169, 0.1149, -0.5503], [0.0373, 0.4319, 2.7076], [-0.1288, -0.4295, -0.1926], [-0.2086, -0.4153, -0.2009], [1.0451, 0.4970, 0.2589], [0.0917, -0.3399, -0.1573], [0.4658, -0.1749, 0.3373], [-0.0532, 0.0230, 0.1915], [0.1361, 0.0298, 0.3608], [-0.4649, 0.1265, -0.0041], [-0.0146, 0.6303, -0.2603], [0.3459, -0.1493, -0.3005], [0.0168, 0.0030, 0.4138], [-0.0872, 0.1724, 0.0880], [0.2603, -0.2612, 0.0325]]
}

***

Record 2
{
  "formula": "C7H13NS",
  "method": "wB97M-V/def2-TZVPD",
  "total_energy_ha": -727.3902,
  "relative_energy_kj_mol": 181.0,
  "smiles": "CC=C(C)C.CN=C=S",
  "orbital_gap_ev": 9.48,
  "symbols": ["C", "C", "C", "C", "C", "H", "H", "H", "H", "H", "H", "H", "H", "H", "H", "C", "N", "C", "S", "H", "H", "H"],
  "positions_angstrom": [[1.2306, -0.5739, -2.2022], [0.5248, -0.5324, -0.8193], [1.0664, -0.4698, 0.4121], [0.2072, -0.4848, 1.6321], [2.5860, -0.1960, 0.6687], [1.0182, 0.2635, -2.7676], [0.9820, -1.4627, -2.7659], [2.3515, -0.7488, -2.0517], [-0.5471, -0.8069, -0.7812], [0.8534, -0.7412, 2.4561], [-0.7481, -1.0428, 1.3935], [-0.1943, 0.5334, 1.7626], [3.0323, 0.1287, -0.2492], [2.9605, -1.1361, 1.0888], [2.6769, 0.6235, 1.2782], [-2.1378, 1.8139, 0.0780], [-2.9629, 0.7200, -0.2112], [-3.2377, -0.4218, 0.1582], [-3.8814, -1.8150, 0.2990], [-2.2048, 1.9612, 1.1484], [-1.0488, 1.6595, -0.1609], [-2.5272, 2.7285, -0.3663]],
  "forces_ev_per_angstrom": [[1.7181, -2.1199, 2.9170], [0.1145, -1.1804, 0.0099], [1.2130, 1.0765, -1.4457], [-1.3200, 0.4941, -1.3286], [-2.5241, -2.1563, -1.6601], [-0.2061, 1.8065, -1.2459], [-0.6540, -0.1971, -0.0869], [-1.3857, 0.8295, -0.2148], [0.4518, 0.3602, -0.5052], [-0.6174, -0.5207, 0.7003], [1.2757, -0.1235, 0.9503], [0.4762, -0.0463, 0.4126], [0.5973, -0.4542, -0.5521], [0.5639, 0.4918, -0.0481], [0.2929, 1.7025, 2.1178], [1.1965, 0.7737, 0.8209], [-0.8260, -4.0036, 0.6697], [0.6538, 4.6945, -2.0267], [-0.3346, -1.6295, 0.5567], [0.2417, 0.3221, 0.4226], [-1.0858, 0.0277, -0.1388], [0.1582, -0.1474, -0.3249]]
}

***

Record 3
{
  "formula": "C7H12BCl3O2",
  "method": "wB97M-V/def2-TZVPD",
  "total_energy_ha": -1829.6799,
  "smiles": "B(C[C@@H]1CO1)C[C@H]1CO1.ClC(Cl)Cl",
  "orbital_gap_ev": 10.35,
  "symbols": ["B", "C", "C", "C", "O", "C", "C", "C", "O", "H", "H", "H", "H", "H", "H", "H", "H", "H", "H", "H", "Cl", "C", "Cl", "Cl", "H"],
  "positions_angstrom": [[-0.2976, 0.4396, -0.7988], [-1.5352, -0.4896, -0.5072], [-2.7025, 0.3078, 0.0777], [-3.2348, 1.4457, -0.6973], [-2.4236, 1.5519, 0.5957], [1.1782, 0.1099, -0.3519], [1.7550, 1.3055, 0.4141], [1.7990, 2.6014, -0.2777], [0.8268, 2.2560, 0.8180], [-0.4847, 1.4506, -1.3976], [-1.2928, -1.2247, 0.2573], [-1.9174, -0.9711, -1.4081], [-3.4498, -0.2750, 0.6014], [-2.6173, 2.0679, -1.3266], [-4.1617, 1.9223, -0.4134], [1.2616, -0.7452, 0.3163], [1.8589, -0.0284, -1.1954], [2.5918, 1.0836, 1.0626], [2.2400, 3.4784, 0.1691], [1.2501, 2.7401, -1.1965], [2.9517, -4.1225, -0.2638], [1.8555, -3.9068, 1.0999], [2.5551, -2.8205, 2.3013], [0.2892, -3.3065, 0.5546], [1.7044, -4.8704, 1.5662]],
  "forces_ev_per_angstrom": [[0.0298, 0.0447, -0.0531], [-0.3146, 0.4540, 0.9268], [0.0866, -0.3683, -1.6541], [1.0259, 2.0038, 2.3873], [-0.2980, 0.0165, 0.2173], [0.3352, 0.4890, 0.6575], [0.5304, -0.2281, -1.2042], [-1.9504, 0.7018, 1.6217], [-0.1407, -0.0497, -0.1171], [0.0063, -0.0174, -0.1853], [0.1224, -0.3585, -0.2379], [0.2015, -0.2836, -0.0946], [-0.0818, -0.1215, 0.2363], [-0.1748, -0.7318, -1.0789], [-0.5855, -0.5639, -0.5383], [-0.0879, -0.2140, -0.2120], [-0.1284, -0.3364, -0.1967], [-0.0550, -0.0377, 0.4514], [1.1499, -0.1195, -0.6149], [0.2945, -0.0987, -0.3323], [0.0006, -0.0105, -0.0047], [0.0230, 0.0537, -0.0229], [-0.0050, -0.0045, 0.0126], [0.0170, -0.2008, 0.0252], [-0.0011, -0.0188, 0.0109]]
}

***

Record 4
{
  "formula": "C3H2ClN",
  "method": "wB97M-V/def2-TZVPD",
  "total_energy_ha": -630.3447,
  "relative_energy_kj_mol": 220.9,
  "smiles": "N#CCl.C#C",
  "orbital_gap_ev": 11.16,
  "symbols": ["N", "C", "Cl", "C", "C", "H", "H"],
  "positions_angstrom": [[-0.7047, 1.7093, 1.0038], [-0.5648, 1.7411, -0.1308], [-0.3823, 1.8195, -1.7255], [0.8202, -0.9936, -0.0780], [0.0016, -1.6331, 0.5092], [1.5632, -0.4614, -0.5945], [-0.7332, -2.1817, 1.0159]],
  "forces_ev_per_angstrom": [[-0.0952, 0.0444, 0.6996], [-0.1293, 0.1405, 0.3001], [0.1124, 0.0138, -0.9649], [-0.1240, -0.3955, 0.1484], [0.2833, 0.2210, -0.2858], [0.4022, 0.3024, -0.2466], [-0.4495, -0.3265, 0.3491]]
}

***

Q: Which LUMO values were calculated for the entries above? A: 2.34 0.55 0.59 0.50, in eV.